Computed, not measured: a 2-piece molecular cluster, C4H12N2O2 overall, with ωB97M-V with the def2-TZVPD basis set.

Summary:
HOMO: -9.84 eV
Molecular weight: 120.152 u
Kohn-Sham gap: 10.439 eV
DFT total energy: -419.600806 Eh
LUMO: 0.60 eV
Energy relative to the best compared isomer or geometry (same formula, charge and spin): 1.297 eV
Structure (SMILES): CCCNC(N)=O.O
Charge: 0

Cartesian coordinates (Å):
C1 -1.98059 -1.98122 -1.96479
C2 -1.51725 -0.65090 -1.33697
C3 -1.12178 -0.89670 0.15356
N1 -0.22080 0.14957 0.57190
C4 1.07677 0.07037 0.97675
N2 1.71092 -1.13432 0.88251
O1 1.65046 1.11697 1.27737
H1 -2.03233 -1.93890 -2.99681
H2 -1.09281 -2.69260 -1.80835
H3 -2.92545 -2.51962 -1.72586
H4 -2.43068 -0.05131 -1.52844
H5 -0.64447 -0.17992 -1.91935
H6 -1.94497 -1.03027 0.81357
H7 -0.56840 -1.88070 0.16369
H8 -0.67659 1.00145 0.72136
H9 1.14994 -1.85379 0.43510
H10 2.64493 -1.30975 0.52207
O2 0.54981 3.21395 0.02040
H11 0.75290 2.82539 -0.86096
H12 0.99205 2.62658 0.64966

Mulliken atomic charge list, values in e, 5 entries: atom 1 (C): -1.2433, atom 2 (C): 0.0222, atom 3 (C): -0.7945, atom 4 (N): -0.0240, atom 5 (C): 0.5821

Computed, not measured: a 2-piece molecular cluster, C4H12N2O2 overall, with ωB97M-V with the def2-TZVPD basis set.

Summary:
HOMO: -9.10 eV
Molecular weight: 120.152 u
Kohn-Sham gap: 9.971 eV
DFT total energy: -419.517934 Eh
LUMO: 0.88 eV
Energy relative to the best compared isomer or geometry (same formula, charge and spin): 3.552 eV
Structure (SMILES): CN[C@H](N)C=O.CO
Charge: 0

Cartesian coordinates (Å):
C1 -2.96657 -0.34758 0.89030
N1 -1.94783 0.31713 0.08565
C2 -0.62882 -0.28173 0.20723
N2 -0.11706 -0.06075 1.54593
C3 0.21843 0.35864 -0.88751
O1 0.15679 -0.05879 -2.09069
H1 -2.67909 -0.29815 1.93860
H2 -3.91448 0.17433 0.76216
H3 -3.10574 -1.40632 0.62455
H4 -2.21370 0.31336 -0.89375
H5 -0.63293 -1.37166 0.03130
H6 -0.09450 0.93184 1.75594
H7 0.81986 -0.43632 1.62759
H8 0.51125 1.39951 -0.66119
C4 3.06945 0.33165 -0.65658
O2 1.91831 -0.51140 -0.66540
H9 2.96926 1.13811 -1.38943
H10 3.17647 0.75559 0.34150
H11 3.95304 -0.26378 -0.89351
H12 1.50785 -0.68368 -1.67269

Mulliken atomic charge list, values in e, 5 entries: atom 1 (C): -0.9150, atom 2 (N): -0.4181, atom 3 (C): 0.2242, atom 4 (N): -0.6949, atom 5 (C): -0.0198

Computed, not measured: a 2-piece molecular cluster, C4H12N2O2 overall, with ωB97M-V with the def2-TZVPD basis set.

Summary:
HOMO: -8.69 eV
Molecular weight: 120.152 u
Kohn-Sham gap: 9.513 eV
DFT total energy: -419.507540 Eh
LUMO: 0.82 eV
Energy relative to the best compared isomer or geometry (same formula, charge and spin): 3.835 eV
Structure (SMILES): C[C@@H](N)C(=O)O.CN
Charge: 0

Cartesian coordinates (Å):
C1 0.83844 -1.24474 -1.77964
C2 0.57274 -0.70407 -0.39498
N1 1.72362 -0.81364 0.48461
C3 0.29635 1.08807 -0.67551
O1 -0.17218 1.56406 -1.68148
O2 1.30678 1.68598 -0.02393
H1 0.89888 -2.33650 -1.76211
H2 1.76141 -0.82575 -2.18262
H3 0.01497 -0.98330 -2.44198
H4 -0.30563 -1.17516 0.06172
H5 1.44768 -0.84435 1.45949
H6 2.27154 -1.64718 0.29747
H7 1.93596 0.97260 0.25682
C4 -1.90941 0.96375 0.68361
N2 -1.48821 0.39162 1.93575
H8 -2.18562 2.01852 0.67794
H9 -2.70467 0.37690 0.22609
H10 -1.00846 0.47099 -0.10936
H11 -2.25003 -0.04224 2.44284
H12 -1.04416 1.08444 2.52527

Mulliken atomic charge list, values in e, 5 entries: atom 1 (C): -1.4676, atom 2 (C): 0.2673, atom 3 (N): -0.7082, atom 4 (C): 0.4362, atom 5 (O): -0.5541

Computed, not measured: a 2-piece molecular cluster, C4H12N2O2 overall, with ωB97M-V with the def2-TZVPD basis set.

Summary:
HOMO: -9.46 eV
Molecular weight: 120.152 u
Kohn-Sham gap: 10.110 eV
DFT total energy: -419.596705 Eh
LUMO: 0.65 eV
Energy relative to the best compared isomer or geometry (same formula, charge and spin): 1.409 eV
Structure (SMILES): C[C@@H](N)CNC=O.O
Charge: 0

Cartesian coordinates (Å):
C1 0.17316 1.35930 -0.62563
C2 -0.74872 0.16909 -0.72213
N1 -0.56208 -0.62820 -1.93352
C3 -0.65977 -0.82057 0.47435
N2 -0.21458 -0.27658 1.74171
C4 -0.86098 0.75871 2.32089
O1 -1.90202 1.22244 1.90455
H1 1.20699 1.11678 -0.36345
H2 0.27717 1.85272 -1.59549
H3 -0.10550 2.08470 0.13733
H4 -1.76530 0.42209 -0.76443
H5 0.40128 -0.81887 -2.17875
H6 -1.04769 -0.23465 -2.72449
H7 -1.65589 -1.24943 0.62032
H8 -0.13224 -1.72423 0.17680
H9 0.72790 -0.51845 2.00009
H10 -0.36206 1.15884 3.21966
O2 2.65482 -1.22680 -0.26436
H11 1.98431 -0.63319 -0.61051
H12 2.59122 -2.01369 -0.81294

Mulliken atomic charge list, values in e, 5 entries: atom 1 (C): -1.3379, atom 2 (C): 0.0396, atom 3 (N): -0.5331, atom 4 (C): -0.7825, atom 5 (N): -0.0742

Computed, not measured: a 2-piece molecular cluster, C4H12N2O2 overall, with ωB97M-V with the def2-TZVPD basis set.

Summary:
HOMO: -9.41 eV
Molecular weight: 120.152 u
Kohn-Sham gap: 10.121 eV
DFT total energy: -419.607266 Eh
LUMO: 0.71 eV
Energy relative to the best compared isomer or geometry (same formula, charge and spin): 1.122 eV
Structure (SMILES): C[C@H](N)CC(N)=O.O
Charge: 0

Cartesian coordinates (Å):
C1 0.90296 -1.41534 -0.26663
C2 -0.17082 -0.66050 -1.03735
N1 -0.17227 -0.99778 -2.45434
C3 -0.02198 0.87026 -0.97835
C4 -0.28945 1.40274 0.38931
N2 -1.57800 1.50856 0.81044
O1 0.60054 1.67114 1.19095
H1 1.77860 -0.86081 0.06659
H2 1.17881 -2.41111 -0.61749
H3 0.52002 -1.76351 0.70899
H4 -1.13494 -0.92185 -0.60654
H5 0.50116 -0.56677 -3.05044
H6 -0.31887 -1.98340 -2.59351
H7 0.97606 1.16495 -1.20531
H8 -0.81892 1.19604 -1.63996
H9 -1.80057 1.92367 1.69771
H10 -2.38572 1.35915 0.23000
O2 0.89226 0.15268 3.48683
H11 0.57272 0.91954 2.98173
H12 0.76842 -0.58766 2.88738

Mulliken atomic charge list, values in e, 5 entries: atom 1 (C): -1.1553, atom 2 (C): 0.4571, atom 3 (N): -0.5802, atom 4 (C): -0.8992, atom 5 (C): 0.4756

Computed, not measured: the molecule C4H12N2O2, with ωB97M-V with the def2-TZVPD basis set.

Summary:
HOMO: -9.50 eV
Molecular weight: 120.152 u
Kohn-Sham gap: 10.299 eV
DFT total energy: -419.567080 Eh
LUMO: 0.80 eV
Energy relative to the best compared isomer or geometry (same formula, charge and spin): 2.215 eV
Structure (SMILES): NCC[C@@H](O)[C@H](N)O
Charge: 0

Cartesian coordinates (Å):
N1 0.57182 2.62476 -0.78718
C1 -0.12405 1.34981 -0.86919
C2 0.91905 0.07732 -0.70824
C3 0.71907 -0.58146 0.64952
O1 0.21472 0.31235 1.59977
C4 -0.22253 -1.80788 0.58534
N2 -1.38789 -1.50304 -0.21665
O2 -0.53360 -2.22501 1.89490
H1 1.04210 2.83978 -1.66179
H2 -0.07717 3.37874 -0.59045
H3 -1.04776 1.32135 -0.28654
H4 -0.49624 1.16259 -1.88811
H5 1.90152 0.54768 -0.76600
H6 0.77169 -0.64360 -1.50984
H7 1.72102 -0.94584 0.95755
H8 0.25213 1.23902 1.08880
H9 0.29715 -2.64489 0.10561
H10 -1.92078 -0.76380 0.23108
H11 -1.98953 -2.31829 -0.25915
H12 -0.61071 -1.41960 2.43055

Mulliken atomic charge list, values in e, 5 entries: atom 1 (N): -0.5580, atom 2 (C): -1.0699, atom 3 (C): -0.6841, atom 4 (C): 0.2820, atom 5 (O): -0.6725